C25H21BrN2O2Ru as an isolated structure. Source: OMol25; level of theory: wB97M-V/def2-TZVPD.

Spin multiplicity: 5
Energy relative to the best compared isomer or geometry (same formula, charge and spin), kJ/mol: 233.9
HOMO level (spin up / spin down), eV: -7.58 / -8.10

Each line ends with the Mulliken spin population.
Geometry (Å):
C  -1.95  -0.86  -3.55  0.14
C  -1.85  -1.30  -2.17  0.01
C  -2.02  -0.17  -1.33  0.26
H  -1.79  -2.34  -1.81  0.00
C  -2.06  1.00  -2.12  0.24
C  -2.01  0.62  -3.50  0.26
H  -2.25  1.28  -4.34  0.00
H  -2.13  -1.47  -4.42  0.00
H  -2.29  -0.22  -0.28  0.03
H  -2.18  2.01  -1.75  0.00
Ru  -0.01  -0.21  -3.54  2.33
Br  1.64  -1.60  -2.41  0.12
C  1.54  0.68  -4.66  -0.02
C  0.45  1.48  -5.15  0.25
C  -0.44  0.65  -5.88  0.01
H  0.34  2.56  -5.02  0.00
C  -0.03  -0.71  -5.73  0.17
C  1.28  -0.70  -5.10  -0.04
H  1.91  -1.58  -5.01  0.02
H  2.44  1.03  -4.16  0.00
H  -1.29  0.99  -6.47  0.00
H  -0.54  -1.59  -6.15  -0.01
O  0.22  2.55  -0.77  0.01
C  0.40  1.54  -0.10  0.00
N  0.64  1.54  1.28  0.01
C  0.54  0.26  1.85  0.00
C  0.44  -0.61  0.57  0.02
O  0.42  -1.84  0.63  0.01
N  0.38  0.22  -0.50  0.15
C  1.74  -0.03  2.73  0.00
C  2.75  -0.92  2.35  0.00
C  3.81  -1.16  3.24  0.00
C  3.86  -0.52  4.47  0.00
C  2.83  0.36  4.84  0.00
C  1.77  0.60  3.97  0.00
C  -0.76  0.04  2.63  0.01
C  -0.90  -1.13  3.39  0.00
C  -2.04  -1.33  4.16  0.00
C  -3.06  -0.37  4.16  0.00
C  -2.92  0.80  3.41  0.00
C  -1.77  1.01  2.63  0.01
H  0.67  2.41  1.79  0.00
H  2.71  -1.43  1.39  0.00
H  4.59  -1.86  2.93  0.00
H  4.68  -0.72  5.17  0.00
H  2.84  0.87  5.80  0.00
H  0.96  1.28  4.25  0.00
H  -0.10  -1.87  3.36  0.00
H  -2.13  -2.24  4.76  0.00
H  -3.97  -0.53  4.75  0.00
H  -3.70  1.58  3.40  0.00
H  -1.66  1.92  2.03  0.00

***

C25H21Cl5N4O5S2SiSr as an isolated structure. Source: OMol25; level of theory: wB97M-V/def2-TZVPD.

Charge: -2
Energy relative to the best compared isomer or geometry (same formula, charge and spin), kJ/mol: 2343.7
HOMO level (spin up / spin down), eV: -0.66 / -0.66

Each line ends with the natural charge from an NBO analysis.
Geometry (Å):
Sr  0.95  -0.40  -0.46  1.71
O  -5.82  -1.23  0.47  -0.72
C  -4.40  -1.02  0.31  0.12
C  -3.86  -0.82  1.69  -0.28
C  -2.82  -0.18  2.26  0.05
N  -1.86  0.47  1.36  -0.52
C  -1.56  -0.02  0.35  0.25
C  -4.16  -1.01  -1.01  -0.32
C  -1.49  1.15  -2.75  0.19
O  -1.46  1.90  -3.95  -0.33
O  -0.99  2.42  -2.64  -0.32
C  -2.54  -0.08  3.77  0.73
O  -3.48  -0.44  4.49  -0.76
O  -1.40  0.33  4.08  -0.75
H  -5.97  -1.38  1.41  0.46
H  -4.51  -1.20  2.47  0.22
H  -2.83  -0.85  -3.02  0.30
C  1.43  -4.22  6.14  -1.11
Si  0.50  -2.78  5.32  1.67
C  0.27  -1.42  6.60  -1.13
C  -1.16  -3.44  4.80  -1.12
C  1.66  -2.06  4.00  -0.53
C  2.90  -1.65  4.45  -0.14
C  3.80  -0.94  3.64  -0.35
C  3.32  -0.53  2.42  0.04
N  2.12  -0.88  1.93  -0.64
C  1.38  -1.79  2.60  0.14
S  0.11  -2.56  1.67  -0.41
H  0.89  -4.56  7.02  0.22
H  2.44  -3.93  6.45  0.21
H  1.52  -5.05  5.44  0.23
H  -0.29  -1.79  7.46  0.22
H  -0.30  -0.62  6.13  0.29
H  1.23  -1.03  6.94  0.21
H  -1.63  -3.92  5.66  0.21
H  -1.07  -4.16  3.99  0.25
H  -1.82  -2.63  4.47  0.28
H  3.19  -1.87  5.47  0.19
H  4.78  -0.65  3.98  0.20
H  3.91  0.14  1.80  0.17
C  4.73  1.70  -4.13  -0.41
N  4.14  0.38  -4.18  -0.36
C  3.85  -0.33  -5.34  -0.09
C  3.25  -1.48  -4.96  -0.05
N  3.18  -1.45  -3.59  -0.53
C  3.71  -0.32  -3.09  0.28
S  3.80  0.16  -1.46  -0.44
H  5.64  1.71  -4.72  0.20
H  4.95  1.93  -3.10  0.25
H  4.03  2.44  -4.52  0.21
H  4.09  0.05  -6.31  0.22
H  2.85  -2.30  -5.53  0.25
H  2.77  -2.17  -3.00  0.45
Cl  -2.37  -0.56  -1.83  0.55
C  -1.08  -1.79  -1.45  -0.62
C  -0.89  -2.68  -2.62  -0.30
C  0.39  -3.28  -2.79  -0.15
Cl  1.67  -3.24  -1.60  -0.01
C  0.45  -4.05  -3.96  -0.18
Cl  1.81  -4.95  -4.54  -0.04
C  -0.81  -3.94  -4.56  -0.17
Cl  -1.27  -4.65  -6.07  -0.03
C  -1.61  -3.15  -3.74  -0.13
Cl  -3.26  -2.75  -4.16  -0.01

***

C25H21F11IN6O5PtS3 as an isolated structure. Source: OMol25; level of theory: wB97M-V/def2-TZVPD.

Spin multiplicity: 3
Charge: -1
HOMO level (spin up / spin down), eV: -2.72 / -5.25

Each line ends with the Mulliken spin population.
Geometry (Å):
Pt  1.21  -2.47  0.05  0.69
F  6.42  -1.98  -1.99  0.00
C  5.09  -1.66  -1.85  0.00
F  4.97  -0.35  -2.06  0.00
F  4.42  -2.34  -2.81  0.00
S  4.29  -2.15  -0.23  -0.01
O  3.66  -0.95  0.20  -0.01
O  5.43  -2.70  0.45  0.01
N  2.97  -3.23  -0.52  0.02
S  3.21  -4.90  -0.36  -0.01
O  2.33  -5.30  0.69  0.00
O  4.58  -5.33  -0.45  0.00
C  2.41  -5.44  -2.03  0.00
F  2.70  -4.56  -2.98  0.00
F  1.05  -5.54  -1.90  0.00
F  2.94  -6.64  -2.38  0.00
I  -1.09  -3.94  0.03  0.41
F  0.56  0.35  5.94  0.00
C  1.11  -0.63  5.14  0.00
C  2.34  -0.41  4.44  0.00
F  3.05  0.71  4.62  0.00
C  2.76  -1.37  3.55  0.00
F  4.00  -1.25  3.00  0.00
C  1.85  -2.34  3.06  0.00
O  2.01  -2.94  1.93  0.03
C  0.72  -2.59  3.87  0.00
F  -0.12  -3.56  3.47  0.00
C  0.39  -1.80  4.95  0.00
F  -0.69  -2.07  5.71  0.00
N  -3.13  2.63  2.09  0.02
C  -3.71  3.85  1.78  0.01
C  -4.99  4.36  2.05  0.00
C  -5.33  5.44  1.27  0.02
C  -4.43  6.17  0.43  -0.01
C  -3.17  5.66  0.28  0.02
C  -2.82  4.47  0.90  -0.02
N  -1.71  3.65  0.66  0.08
C  -1.98  2.52  1.34  0.03
C  -1.16  1.35  1.27  0.14
C  0.14  1.50  0.73  -0.07
C  0.93  0.38  0.57  0.14
N  0.39  -0.85  0.85  0.16
C  -0.79  -0.99  1.44  0.11
C  -1.62  0.08  1.67  0.04
H  -3.52  1.88  2.67  0.00
H  -5.68  3.93  2.76  0.00
H  -6.34  5.85  1.30  0.00
H  -4.81  7.05  -0.11  0.00
H  -2.41  6.08  -0.40  0.00
H  0.41  2.50  0.40  0.00
H  1.93  0.38  0.22  0.03
H  -1.10  -2.01  1.68  -0.01
H  -2.57  -0.04  2.14  0.01
C  0.62  2.02  -4.28  0.01
C  0.53  1.40  -2.89  0.00
N  0.71  -0.05  -2.74  0.00
C  -0.15  -1.01  -2.42  0.06
S  0.68  -2.58  -2.22  0.06
N  -1.45  -0.75  -2.20  0.00
C  -2.32  -0.03  -3.11  0.01
C  -3.25  0.97  -2.40  0.00
H  0.57  3.11  -4.19  0.00
H  -0.23  1.76  -4.93  0.00
H  1.55  1.72  -4.79  0.00
H  -0.44  1.61  -2.40  0.00
H  1.30  1.84  -2.26  0.00
H  1.66  -0.37  -2.80  0.01
H  -1.91  -1.49  -1.63  -0.01
H  -2.86  -0.71  -3.76  0.00
H  -1.67  0.52  -3.78  0.00
H  -3.83  0.44  -1.64  0.00
H  -3.96  1.43  -3.12  0.00
H  -2.66  1.76  -1.96  0.00

***

C25H21F2FeO3 as an isolated structure. Source: OMol25; level of theory: wB97M-V/def2-TZVPD.

Spin multiplicity: 5
Charge: -1
Energy relative to the best compared isomer or geometry (same formula, charge and spin), kJ/mol: 158.8
HOMO level (spin up / spin down), eV: -1.65 / -4.90

Each line ends with the Mulliken spin population.
Geometry (Å):
C  -5.20  2.13  1.41  -0.01
C  -4.07  1.19  1.62  0.11
C  -3.72  0.30  0.61  -0.05
F  -4.47  0.29  -0.53  0.00
C  -2.59  -0.52  0.65  0.13
C  -1.76  -0.47  1.80  -0.05
C  -0.47  -1.12  1.90  0.33
C  -0.22  -2.49  1.44  0.03
C  -0.78  -3.09  0.28  0.17
C  -0.14  -4.19  -0.28  -0.08
F  -0.54  -4.61  -1.52  0.00
C  0.92  -4.86  0.32  0.13
C  1.60  -5.97  -0.39  -0.01
C  1.32  -4.40  1.58  -0.06
C  0.77  -3.25  2.14  0.11
C  -2.17  0.36  2.88  0.12
C  -3.29  1.17  2.78  -0.06
H  -5.33  2.75  2.30  0.00
H  -5.08  2.80  0.55  0.01
H  -6.11  1.54  1.25  0.01
H  -2.31  -1.08  -0.23  0.04
H  0.12  -0.83  2.76  -0.03
H  -1.63  -2.66  -0.24  0.03
H  2.37  -6.39  0.25  0.00
H  0.85  -6.74  -0.61  0.01
H  2.07  -5.68  -1.34  0.01
H  2.09  -4.97  2.11  0.00
H  1.14  -2.89  3.11  0.01
H  -1.55  0.40  3.79  0.00
H  -3.58  1.83  3.61  0.00
O  5.66  4.93  2.91  -0.03
C  5.13  4.04  2.36  0.00
Fe  4.97  2.55  1.50  1.81
C  6.46  2.92  0.43  0.14
O  7.57  3.12  0.19  0.01
C  6.00  1.74  2.68  0.00
O  6.81  1.44  3.46  -0.01
C  1.66  2.54  0.47  0.29
C  0.65  1.59  1.08  -0.06
C  1.09  0.16  1.16  0.41
C  2.27  -0.17  1.84  0.08
C  3.20  0.70  2.43  0.32
C  3.26  2.13  2.33  0.05
C  2.84  2.84  1.10  -0.15
H  1.38  3.06  -0.45  0.02
H  0.41  1.95  2.10  0.02
H  -0.28  1.62  0.50  0.00
H  0.78  -0.50  0.27  0.03
H  2.49  -1.25  1.93  0.03
H  3.98  0.25  3.06  0.04
H  3.16  2.65  3.29  0.05
H  3.47  3.72  0.72  0.03

***

One molecule with the formula C25H21F3N2O7S. Source: OMol25; level of theory: wB97M-V/def2-TZVPD.

SMILES: C[C@H](OC(=O)c1cccc(S(=O)(=O)Nc2cccc(C(F)(F)F)c2)c1)C(=O)Nc1ccc2c(c1)OCCO2
Energy relative to the best compared isomer or geometry (same formula, charge and spin), kJ/mol: 0.0
HOMO level, eV: -7.95

Each line ends with the natural charge from an NBO analysis.
Geometry (Å):
C  -1.05  -3.65  1.69  -0.62
C  -0.35  -2.31  1.85  0.02
O  -1.30  -1.28  1.53  -0.50
C  -1.14  -0.08  2.08  0.79
O  -0.21  0.22  2.80  -0.62
C  -2.24  0.84  1.71  -0.10
C  -2.12  2.19  2.02  -0.15
C  -3.12  3.09  1.65  -0.22
C  -4.22  2.64  0.95  -0.16
C  -4.34  1.29  0.65  -0.35
S  -5.64  0.72  -0.44  2.32
O  -5.99  -0.62  -0.13  -0.92
O  -6.66  1.72  -0.56  -0.93
N  -4.80  0.73  -1.91  -0.84
C  -3.64  -0.05  -1.94  0.12
C  -3.74  -1.43  -1.88  -0.20
C  -2.60  -2.21  -1.83  -0.20
C  -1.34  -1.63  -1.84  -0.21
C  -1.24  -0.25  -1.91  -0.08
C  0.09  0.42  -1.83  0.97
F  0.14  1.58  -2.52  -0.33
F  1.11  -0.32  -2.27  -0.31
F  0.39  0.76  -0.55  -0.34
C  -2.38  0.55  -1.96  -0.24
C  -3.37  0.38  1.03  -0.17
C  0.86  -2.21  0.88  0.66
O  0.98  -2.96  -0.06  -0.62
N  1.70  -1.21  1.22  -0.60
C  2.84  -0.77  0.54  0.14
C  3.42  -1.47  -0.52  -0.24
C  4.55  -0.97  -1.13  -0.22
C  5.13  0.21  -0.70  0.19
C  4.53  0.93  0.34  0.29
C  3.40  0.43  0.96  -0.28
O  5.03  2.14  0.77  -0.50
C  5.95  2.71  -0.13  -0.10
C  6.95  1.66  -0.61  -0.10
O  6.28  0.64  -1.32  -0.48
H  -1.96  -3.67  2.30  0.22
H  -0.39  -4.45  2.01  0.23
H  -1.31  -3.80  0.65  0.23
H  0.00  -2.16  2.88  0.21
H  -1.24  2.53  2.54  0.24
H  -3.02  4.13  1.90  0.23
H  -5.01  3.30  0.62  0.24
H  -4.68  1.68  -2.22  0.41
H  -4.72  -1.88  -1.84  0.24
H  -2.69  -3.29  -1.79  0.22
H  -0.45  -2.24  -1.79  0.26
H  -2.28  1.62  -2.01  0.23
H  -3.50  -0.66  0.81  0.26
H  1.42  -0.61  1.99  0.43
H  2.98  -2.39  -0.86  0.25
H  5.02  -1.51  -1.94  0.23
H  2.96  1.00  1.76  0.22
H  6.45  3.52  0.41  0.20
H  5.42  3.12  -1.00  0.18
H  7.69  2.09  -1.29  0.20
H  7.46  1.23  0.27  0.18

***

C25H21F6N4OPS2W as an isolated structure. Source: OMol25; level of theory: wB97M-V/def2-TZVPD.

Spin multiplicity: 2
Charge: +3
Energy relative to the best compared isomer or geometry (same formula, charge and spin), kJ/mol: 62.2
HOMO level (spin up / spin down), eV: -17.26 / -17.29

Each line ends with the Mulliken spin population.
Geometry (Å):
W  -0.23  -0.74  1.69  0.97
C  -0.22  -1.31  4.06  0.00
C  1.11  -0.97  3.73  0.00
C  1.54  -1.86  2.74  -0.03
C  0.48  -2.74  2.41  0.01
C  -0.62  -2.40  3.26  0.00
H  -0.85  -0.83  4.80  0.00
H  1.68  -0.17  4.17  0.00
H  2.55  -1.91  2.36  0.00
H  0.56  -3.62  1.78  0.01
H  -1.55  -2.91  3.36  0.00
S  -6.33  0.60  -2.50  0.00
N  -5.92  -0.73  -1.70  0.00
C  -4.70  -0.52  -1.24  0.00
C  -3.93  -1.47  -0.44  0.00
C  -4.35  -2.78  -0.16  0.03
C  -3.47  -3.61  0.50  -0.01
C  -2.25  -3.13  0.94  0.03
N  -1.85  -1.86  0.74  -0.02
C  -2.68  -1.06  0.01  -0.02
C  -2.12  0.20  -0.42  0.04
N  -0.85  0.42  -0.01  -0.04
C  -0.16  1.44  -0.52  0.01
C  -0.75  2.32  -1.43  0.00
C  -2.07  2.16  -1.78  0.00
C  -2.79  1.06  -1.28  0.00
C  -4.14  0.70  -1.65  0.00
N  -4.95  1.42  -2.42  0.00
H  -5.32  -3.11  -0.49  0.00
H  -3.72  -4.65  0.69  0.00
H  -1.58  -3.80  1.45  0.00
H  0.85  1.58  -0.18  -0.01
H  -0.16  3.13  -1.82  0.00
H  -2.57  2.84  -2.46  0.00
C  4.33  3.42  -3.69  0.00
C  3.89  2.33  -2.76  0.00
C  2.87  1.44  -3.14  0.00
C  2.47  0.41  -2.32  0.00
C  3.10  0.28  -1.07  0.00
C  4.10  1.16  -0.66  0.00
C  4.49  2.18  -1.52  0.00
S  2.74  -1.01  0.01  0.01
C  2.86  -2.48  -0.98  0.01
O  1.16  -0.95  0.25  0.02
H  3.78  3.40  -4.63  0.00
H  5.39  3.32  -3.91  0.00
H  4.19  4.40  -3.22  0.00
H  2.40  1.55  -4.11  0.00
H  1.70  -0.28  -2.63  0.00
H  4.59  1.05  0.30  0.00
H  5.28  2.85  -1.22  0.00
H  2.18  -2.41  -1.83  0.00
H  2.63  -3.35  -0.36  0.00
H  3.90  -2.53  -1.32  0.00
F  0.44  1.17  2.15  0.00
P  -1.02  2.17  3.06  0.01
F  -2.35  2.53  3.71  0.00
F  -0.46  1.40  4.28  0.00
F  -1.72  0.37  2.57  0.00
F  -1.47  2.48  1.61  0.00
F  -0.11  3.38  3.21  0.00

***

What did the second record say?
C25H21Cl5N4O5S2SiSr as an isolated structure. Source: OMol25; level of theory: wB97M-V/def2-TZVPD.

Charge: -2
Energy relative to the best compared isomer or geometry (same formula, charge and spin), kJ/mol: 2343.7
HOMO level (spin up / spin down), eV: -0.66 / -0.66

Each line ends with the natural charge from an NBO analysis.
Geometry (Å):
Sr  0.95  -0.40  -0.46  1.71
O  -5.82  -1.23  0.47  -0.72
C  -4.40  -1.02  0.31  0.12
C  -3.86  -0.82  1.69  -0.28
C  -2.82  -0.18  2.26  0.05
N  -1.86  0.47  1.36  -0.52
C  -1.56  -0.02  0.35  0.25
C  -4.16  -1.01  -1.01  -0.32
C  -1.49  1.15  -2.75  0.19
O  -1.46  1.90  -3.95  -0.33
O  -0.99  2.42  -2.64  -0.32
C  -2.54  -0.08  3.77  0.73
O  -3.48  -0.44  4.49  -0.76
O  -1.40  0.33  4.08  -0.75
H  -5.97  -1.38  1.41  0.46
H  -4.51  -1.20  2.47  0.22
H  -2.83  -0.85  -3.02  0.30
C  1.43  -4.22  6.14  -1.11
Si  0.50  -2.78  5.32  1.67
C  0.27  -1.42  6.60  -1.13
C  -1.16  -3.44  4.80  -1.12
C  1.66  -2.06  4.00  -0.53
C  2.90  -1.65  4.45  -0.14
C  3.80  -0.94  3.64  -0.35
C  3.32  -0.53  2.42  0.04
N  2.12  -0.88  1.93  -0.64
C  1.38  -1.79  2.60  0.14
S  0.11  -2.56  1.67  -0.41
H  0.89  -4.56  7.02  0.22
H  2.44  -3.93  6.45  0.21
H  1.52  -5.05  5.44  0.23
H  -0.29  -1.79  7.46  0.22
H  -0.30  -0.62  6.13  0.29
H  1.23  -1.03  6.94  0.21
H  -1.63  -3.92  5.66  0.21
H  -1.07  -4.16  3.99  0.25
H  -1.82  -2.63  4.47  0.28
H  3.19  -1.87  5.47  0.19
H  4.78  -0.65  3.98  0.20
H  3.91  0.14  1.80  0.17
C  4.73  1.70  -4.13  -0.41
N  4.14  0.38  -4.18  -0.36
C  3.85  -0.33  -5.34  -0.09
C  3.25  -1.48  -4.96  -0.05
N  3.18  -1.45  -3.59  -0.53
C  3.71  -0.32  -3.09  0.28
S  3.80  0.16  -1.46  -0.44
H  5.64  1.71  -4.72  0.20
H  4.95  1.93  -3.10  0.25
H  4.03  2.44  -4.52  0.21
H  4.09  0.05  -6.31  0.22
H  2.85  -2.30  -5.53  0.25
H  2.77  -2.17  -3.00  0.45
Cl  -2.37  -0.56  -1.83  0.55
C  -1.08  -1.79  -1.45  -0.62
C  -0.89  -2.68  -2.62  -0.30
C  0.39  -3.28  -2.79  -0.15
Cl  1.67  -3.24  -1.60  -0.01
C  0.45  -4.05  -3.96  -0.18
Cl  1.81  -4.95  -4.54  -0.04
C  -0.81  -3.94  -4.56  -0.17
Cl  -1.27  -4.65  -6.07  -0.03
C  -1.61  -3.15  -3.74  -0.13
Cl  -3.26  -2.75  -4.16  -0.01